(1)
Entry from OMol25: a cluster of 2 separate species, C5H10 in total (the ωB97M-V functional and the def2-TZVPD basis).

Geometry (Å):
C: 1.40 1.36 0.18
C: 0.25 0.99 0.96
C: 0.30 0.34 -0.43
C: -0.20 -1.00 -0.52
C: -1.65 -1.25 -0.29
H: 1.93 -1.31 1.24
H: 2.43 -1.19 0.70
H: 1.53 2.10 -0.61
H: 0.34 0.31 1.82
H: -0.46 1.80 1.13
H: -0.07 0.99 -1.23
H: 0.28 -1.72 -1.19
H: -2.24 -0.61 0.36
H: -2.07 -2.25 -0.35
H: -1.78 -0.80 -1.31

Computed properties:
Max |F| (eV/A): 3.73
Orbital gap (eV): 5.34
Total charge: 0
Energy (a.u.): -196.19041
Lowest unoccupied orbital energy (eV): -1.05

(2)
Entry from OMol25: a cluster of 42 separate species, C5H100BN7O43PS in total (the ωB97M-V functional and the def2-TZVPD basis).

Geometry (Å):
N: 0.46 -3.95 2.34
B: -0.53 -4.18 1.22
O: -1.30 -5.38 1.33
C: -0.72 -3.16 -0.02
C: 0.51 -2.97 -0.97
S: 1.45 -4.56 -1.12
N: 1.22 -1.70 -0.73
C: 2.29 -1.68 0.33
C: 3.69 -2.22 -0.19
N: 3.93 -3.49 0.57
N: 3.76 -2.40 -1.64
N: 4.77 -1.25 0.19
C: 0.18 -0.91 -0.05
N: 0.12 0.40 0.13
N: -0.87 -1.76 0.45
P: -2.53 -1.19 0.23
O: -2.62 -0.19 -0.92
H: 1.40 -4.09 1.94
H: 0.38 -2.94 2.55
H: -0.68 -6.01 1.74
H: -1.52 -3.62 -0.67
H: 0.11 -2.84 -2.01
H: 0.45 -5.46 -1.46
H: 2.02 -2.21 1.28
H: 2.45 -0.60 0.61
H: 4.85 -3.87 0.35
H: 3.92 -3.27 1.58
H: 4.61 -2.00 -2.02
H: 3.84 -3.40 -1.81
H: 4.50 -0.92 1.13
H: 5.63 -1.78 0.34
H: -0.07 1.09 -0.60
H: 0.20 0.75 1.11
H: -2.92 -0.60 1.48
H: -3.40 -2.31 0.03
O: -3.35 -0.44 3.56
H: -2.79 -0.67 4.32
H: -4.12 -0.01 3.95
O: 0.53 1.81 2.77
H: 1.09 1.58 3.53
H: -0.23 2.26 3.16
O: -0.43 3.80 0.28
H: -0.12 3.24 1.00
H: 0.33 3.86 -0.32
O: 0.61 4.44 4.33
H: 1.53 4.29 4.08
H: 0.20 4.80 3.54
O: 4.95 -3.21 -3.75
H: 5.85 -3.35 -4.05
H: 4.50 -2.83 -4.52
O: -2.12 -2.04 5.53
H: -2.47 -2.88 5.22
H: -2.11 -2.13 6.49
O: -3.80 -3.90 -1.81
H: -4.10 -3.05 -2.16
H: -4.61 -4.42 -1.77
O: -4.07 1.89 1.40
H: -3.77 1.32 2.12
H: -3.30 1.97 0.82
O: 0.28 5.36 -2.45
H: -0.01 6.20 -2.82
H: -0.53 4.84 -2.38
O: -5.37 1.93 5.04
H: -6.29 1.82 4.74
H: -5.10 2.77 4.67
O: -3.73 -4.13 6.37
H: -3.98 -5.05 6.42
H: -4.52 -3.69 6.04
O: 5.11 -0.22 3.03
H: 5.69 0.50 2.76
H: 4.67 0.11 3.82
O: -6.24 -2.52 -2.52
H: -6.76 -2.31 -1.73
H: -6.84 -2.36 -3.25
O: 5.93 -1.37 -5.87
H: 6.83 -1.49 -6.17
H: 5.48 -0.99 -6.64
O: -7.80 3.08 5.48
H: -7.24 2.85 6.24
H: -8.57 3.51 5.87
O: 6.48 0.08 -8.02
H: 7.39 -0.04 -8.32
H: 6.04 0.46 -8.78
O: 3.10 0.32 -3.16
H: 3.43 -0.29 -2.48
H: 3.85 0.40 -3.77
O: 2.49 -6.08 3.13
H: 2.25 -7.01 3.20
H: 1.69 -5.65 2.80
O: 2.27 7.92 -1.60
H: 1.91 7.07 -1.88
H: 2.29 7.85 -0.64
O: -6.24 -4.85 6.20
H: -6.59 -5.69 5.89
H: -6.23 -4.94 7.16
O: 2.58 -3.76 -4.93
H: 2.21 -4.59 -5.25
H: 2.64 -3.89 -3.97
O: -3.01 -1.42 8.49
H: -3.31 -0.58 8.15
H: -3.82 -1.95 8.54
O: -6.25 -1.35 0.11
H: -5.67 -0.63 -0.16
H: -6.71 -1.01 0.89
O: 7.47 -0.55 -10.59
H: 8.00 -1.35 -10.53
H: 6.92 -0.70 -11.37
O: -4.89 -4.11 1.80
H: -3.97 -4.24 1.55
H: -5.31 -3.76 1.01
O: 3.33 0.16 5.40
H: 2.96 -0.68 5.09
H: 3.36 0.06 6.36
O: 0.94 7.60 -4.92
H: 1.74 7.16 -5.22
H: 1.22 8.12 -4.16
O: 3.55 -3.04 4.44
H: 4.41 -2.99 4.88
H: 3.29 -3.96 4.53
O: 3.45 -7.17 -2.95
H: 3.05 -6.52 -2.36
H: 3.74 -7.87 -2.35
O: 1.40 1.89 -5.57
H: 1.98 1.62 -4.84
H: 0.66 2.32 -5.12
O: 1.51 2.29 5.35
H: 2.07 2.06 6.11
H: 0.76 2.74 5.75
O: 2.59 3.56 7.77
H: 3.17 4.27 7.50
H: 2.14 3.92 8.55
O: 5.68 -2.46 -11.95
H: 5.42 -3.39 -11.92
H: 4.88 -2.00 -12.23
O: 3.79 10.26 -0.94
H: 3.42 9.41 -1.22
H: 3.81 10.21 0.02
O: -1.60 1.90 -6.93
H: -0.73 1.92 -6.52
H: -1.86 0.97 -6.87
O: -1.03 7.79 -6.97
H: -0.46 7.59 -6.21
H: -1.79 8.23 -6.58
O: -7.09 0.42 -3.47
H: -6.51 1.10 -3.10
H: -6.64 -0.41 -3.25
O: -2.01 2.09 4.16
H: -2.36 1.25 3.85
H: -1.99 2.00 5.12
O: -4.93 4.91 4.65
H: -5.84 4.81 4.36
H: -4.65 5.75 4.28
O: -1.74 4.31 -5.17
H: -1.45 5.09 -5.65
H: -2.36 3.88 -5.77
O: -4.79 4.45 -0.26
H: -4.49 3.87 0.45
H: -4.03 4.52 -0.84

Computed properties:
Max |F| (eV/A): 4.10
Orbital gap (eV): 7.31
Total charge: +1
Energy (a.u.): -4633.30662
Lowest unoccupied orbital energy (eV): -3.70

(3)
Entry from OMol25: an isolated molecule of C5H10BNO (the ωB97M-V functional and the def2-TZVPD basis).

Geometry (Å):
B: -0.50 0.36 -0.05
C: -2.84 1.46 0.36
C: -1.90 0.91 -0.34
C: 1.69 -0.32 -0.26
C: 2.01 1.04 0.34
C: 0.14 -2.10 -0.05
N: 0.30 -0.70 -0.08
O: 0.99 1.91 -0.09
H: -3.73 1.88 -0.17
H: -2.91 1.62 1.52
H: -2.33 0.68 -1.37
H: 1.86 -0.22 -1.33
H: 2.26 -1.16 0.18
H: 1.75 0.92 1.50
H: 3.04 1.28 0.12
H: -0.75 -2.45 -0.71
H: 0.90 -2.69 -0.53
H: 0.02 -2.42 0.95

Computed properties:
Max |F| (eV/A): 4.84
Orbital gap (eV): 8.81
Total charge: 0
Energy (a.u.): -351.25927
Lowest unoccupied orbital energy (eV): 0.52

(4)
Entry from OMol25: an isolated molecule of C5H10BNO3 (the ωB97M-V functional and the def2-TZVPD basis).

Geometry (Å):
C: 3.27 -0.71 -0.50
C: 2.05 -0.25 0.27
O: 2.12 0.10 1.41
N: 0.91 -0.27 -0.43
C: -0.35 0.12 0.30
C: -1.06 1.46 -0.17
C: -2.60 1.18 0.06
O: -2.82 -0.24 0.05
B: -1.62 -0.89 0.25
O: -1.48 -2.21 0.32
H: 2.91 -1.51 -1.13
H: 3.60 0.17 -1.14
H: 4.14 -1.18 0.12
H: 0.77 -0.48 -1.34
H: -0.06 0.22 1.40
H: -0.68 1.67 -1.07
H: -0.82 2.36 0.53
H: -2.62 1.39 1.07
H: -3.37 1.76 -0.59
H: -2.28 -2.69 0.59

Computed properties:
Max |F| (eV/A): 5.29
Orbital gap (eV): 9.94
Total charge: 0
SMILES: CC(=O)N[C@H]1CCOB1O
Energy (a.u.): -501.91957
Lowest unoccupied orbital energy (eV): 0.50

(5)
Entry from OMol25: the ion C5H10BrN2 with charge +1 (the ωB97M-V functional and the def2-TZVPD basis).

Geometry (Å):
C: -2.66 0.07 0.81
C: -1.42 -0.02 0.04
N: -1.26 0.00 -1.20
C: 0.40 -0.14 -1.49
Br: 0.80 1.35 -2.75
N: 0.96 0.25 -0.15
C: 2.37 -0.18 -0.05
C: -0.10 -0.22 0.80
H: -2.67 -0.70 1.59
H: -3.62 -0.03 0.12
H: -2.65 1.06 1.34
H: 0.98 -1.06 -1.90
H: 0.88 1.30 -0.10
H: 2.47 -1.37 -0.11
H: 3.01 0.33 -0.81
H: 2.75 0.16 0.95
H: -0.29 0.48 1.68
H: 0.05 -1.29 1.23

Computed properties:
Max |F| (eV/A): 3.89
Orbital gap (eV): 10.94
Total charge: +1
SMILES: CC1=N[C@@H](Br)[N@H+](C)C1
Energy (a.u.): -2879.71405
Lowest unoccupied orbital energy (eV): -3.60

(6)
Entry from OMol25: a cluster of 2 separate species, C5H10Cl2OS in total (the ωB97M-V functional and the def2-TZVPD basis).

Geometry (Å):
O: 0.18 -0.56 2.04
C: 0.64 -0.98 0.77
C: 2.12 -0.71 0.58
C: 2.55 0.61 0.03
S: 2.77 -0.78 -1.09
H: 0.27 0.39 2.11
H: 0.07 -0.50 -0.04
H: 0.46 -2.06 0.75
H: 2.76 -1.15 1.34
H: 1.76 1.31 -0.24
H: 3.47 1.08 0.40
Cl: -3.15 -1.14 -0.50
C: -2.02 0.01 0.32
C: -1.37 0.90 -0.75
Cl: -0.34 2.14 0.03
H: -2.61 0.59 1.07
H: -1.26 -0.53 0.87
H: -2.13 1.46 -1.30
H: -0.78 0.33 -1.47

Computed properties:
Max |F| (eV/A): 1.37
Orbital gap (eV): 9.59
Total charge: 0
SMILES: OC[C@@H]1CS1.ClCCCl
Energy (a.u.): -1590.27414
Lowest unoccupied orbital energy (eV): 0.59

(7)
Entry from OMol25: a cluster of 2 separate species, C5H10Cl2Si in total (the ωB97M-V functional and the def2-TZVPD basis).

Geometry (Å):
C: 1.55 1.63 -1.19
C: 0.71 0.66 -1.44
C: -1.99 0.49 1.04
C: 0.42 -1.81 1.52
C: 0.35 -0.02 -2.69
Si: -0.67 -0.71 0.27
Cl: 1.25 0.60 -4.17
Cl: -1.49 -2.02 -0.97
H: 1.64 2.07 -0.28
H: 2.02 2.25 -2.01
H: -2.55 0.14 1.93
H: -1.66 1.58 1.03
H: -2.86 0.31 0.30
H: -0.16 -2.25 2.37
H: 0.97 -2.53 1.01
H: 1.10 -0.99 2.02
H: 0.38 -1.12 -2.85
H: -0.77 0.27 -3.04

Computed properties:
Max |F| (eV/A): 4.36
Orbital gap (eV): 9.46
Total charge: 0
Energy (a.u.): -1406.33372
Lowest unoccupied orbital energy (eV): 0.45

(8)
Entry from OMol25: an isolated molecule of C5H10ClNO (the ωB97M-V functional and the def2-TZVPD basis).

Geometry (Å):
C: -0.25 -0.34 -2.11
C: -0.55 -0.88 -0.68
N: 0.45 -0.25 0.16
C: 1.66 -0.85 0.18
O: 1.98 -1.80 -0.46
C: 0.21 1.00 0.69
C: -0.83 0.76 1.80
Cl: -1.43 2.30 2.56
H: -0.17 0.82 -2.06
H: 0.70 -0.78 -2.57
H: -1.16 -0.62 -2.65
H: -1.47 -0.66 -0.43
H: -0.41 -1.92 -0.59
H: 2.44 -0.38 0.78
H: 1.25 1.30 1.20
H: -0.07 1.89 0.05
H: -0.59 0.17 2.70
H: -1.77 0.23 1.41

Computed properties:
Max |F| (eV/A): 5.97
Orbital gap (eV): 10.37
Total charge: 0
SMILES: CCN(C=O)CCCl
Energy (a.u.): -786.66531
Lowest unoccupied orbital energy (eV): 0.80